# 1
ORCA calculation (ωB97M-V/def2-TZVPD) on a molecular structure, C18H22Cl2N2O at a distorted geometry.

```
! RIJCOSX wB97M-V def2-TZVPD def2/J DEFGRID3
* xyz 0 1
C -1.6706 0.4656 3.5358
C -1.9333 0.6908 1.9552
C -0.9720 -0.0717 0.9294
C -1.5175 -0.4192 -0.2940
O -2.3091 0.4336 -1.0104
N -1.2569 -1.6535 -0.5565
C -0.3221 -2.6602 0.1345
H -0.9127 -3.4881 -0.0032
C 0.8200 -2.7896 -1.1600
N 0.9097 -1.8011 -2.0089
C 1.8385 -0.5859 -1.6910
C 1.9228 0.5523 -2.6115
C 2.3690 1.5750 -2.1715
C 3.2139 1.6228 -0.9586
C 2.8778 0.7146 -0.0876
C 2.2740 -0.4992 -0.2126
H 1.9862 -1.3197 0.5092
H 3.3828 0.6968 1.0787
H 3.7227 2.4871 -0.8094
H 2.8242 2.2765 -2.8523
H 1.4465 0.4138 -3.5789
C -0.0129 -1.6508 -2.7638
H -0.1501 -0.6760 -3.2822
C -1.3398 -2.0203 -1.9425
H -1.7362 -2.8954 -2.3949
H -2.3251 -1.4256 -2.4639
H -0.2613 -2.3717 -3.6117
H 1.8790 -3.0815 -0.7236
H 0.6544 -3.7631 -1.5821
H 0.0514 -2.3674 0.9191
C -0.7477 1.5716 1.1513
C 0.3392 2.1627 1.8116
C 1.1499 3.0504 1.3684
Cl 0.5986 3.9899 0.0380
Cl 2.5067 3.6700 2.2225
H 0.9446 1.5310 2.6550
H -1.2531 2.1999 0.2750
H -0.0861 -0.7072 1.7205
C -3.2638 1.0985 1.6406
H -3.4732 2.0393 2.1927
H -3.9613 0.1063 2.0663
H -3.1926 1.2144 0.7588
H -1.8941 1.5254 4.1576
H -2.4799 -0.1920 3.9477
H -0.6408 0.3508 3.7031
*
```

Calculated values
* F_max: 16.96 eV Å⁻¹
* HOMO: -7.65 eV
* gap between HOMO and LUMO: 8.00 eV
* LUMO level: 0.350 eV


# 2
ORCA calculation (ωB97M-V/def2-TZVPD) on a single C18H22ClN3OS molecule.

```
! RIJCOSX wB97M-V def2-TZVPD def2/J DEFGRID3
* xyz 0 1
C 1.4217 2.5770 -1.3370
C 1.1237 1.0823 -1.3407
N -0.3032 0.8370 -1.5051
C -1.2026 1.1826 -0.5290
O -0.9695 1.9661 0.3635
N -2.4291 0.5731 -0.7211
C -3.5960 0.7188 0.0207
C -3.6906 1.5370 1.1446
C -4.8859 1.6242 1.8323
C -6.0028 0.9114 1.4293
C -5.8994 0.1002 0.3121
Cl -7.2754 -0.8051 -0.2210
C -4.7158 -0.0041 -0.3929
C 1.6178 0.4041 -0.0394
C 3.1072 0.4681 0.1055
C 4.0833 0.2647 -0.8240
C 5.3892 0.3394 -0.2891
C 5.3928 0.5899 1.0437
S 3.8004 0.7432 1.6718
N 1.0661 -0.9430 0.0246
C 1.6794 -1.9750 -0.7928
C 1.0747 -3.2885 -0.2713
C 0.4158 -2.9131 1.0669
C 0.9490 -1.5119 1.3532
H 0.9092 3.0513 -0.5060
H 2.4916 2.7401 -1.2396
H 1.0769 3.0263 -2.2648
H 1.6136 0.6190 -2.2022
H -0.5151 -0.0024 -2.0211
H -2.5135 -0.0498 -1.5117
H -2.8280 2.0958 1.4643
H -4.9502 2.2610 2.7012
H -6.9340 0.9817 1.9675
H -4.6633 -0.6437 -1.2617
H 1.1635 0.9526 0.7928
H 3.8878 0.0797 -1.8655
H 6.2813 0.2111 -0.8760
H 6.2317 0.6938 1.7024
H 1.4517 -1.8032 -1.8479
H 2.7752 -1.9943 -0.6809
H 1.8523 -4.0387 -0.1352
H 0.3410 -3.6907 -0.9683
H -0.6678 -2.8765 0.9593
H 0.6597 -3.6145 1.8619
H 0.2652 -0.9104 1.9540
H 1.9203 -1.5669 1.8726
*
```

Calculated values
* F_max: 0.68 eV Å⁻¹
* HOMO: -8.43 eV
* gap between HOMO and LUMO: 8.91 eV
* SMILES string: C[C@H](NC(=O)Nc1cccc(Cl)c1)[C@H](c1cccs1)N1CCCC1
* energy above the lowest of the compared OMol25 structures with the same formula, charge and spin: 0.00 kcal per mole
* LUMO level: 0.483 eV


# 3
ORCA calculation (ωB97M-V/def2-TZVPD) on a molecular structure, C18H22CoN3O8P2 at a distorted geometry.

```
! RIJCOSX wB97M-V def2-TZVPD def2/J DEFGRID3
* xyz 0 1
Co 0.1005 0.0264 -0.0995
O 0.3335 1.7300 0.6039
C 1.0922 2.0337 1.5984
C 0.7896 3.1852 2.3675
C 1.6045 3.5709 3.3994
C 2.7656 2.8495 3.7367
C 3.0790 1.7323 3.0096
C 2.2621 1.3052 1.9453
C 2.6385 0.1495 1.1979
N 1.9608 -0.3772 0.2454
C 2.4848 -1.5870 -0.4129
C 1.3902 -2.1452 -1.3310
N 0.1625 -1.8427 -0.6283
C -0.7832 -2.6729 -0.4203
C -1.7784 -2.4276 0.5865
C -2.8481 -3.3236 0.7424
C -3.7230 -3.2156 1.7938
C -3.5102 -2.1996 2.7382
C -2.4623 -1.3207 2.6225
C -1.5616 -1.3946 1.5360
O -0.5735 -0.5429 1.5061
H -0.1022 3.7366 2.1015
H 1.3463 4.4531 3.9735
H 3.3966 3.1745 4.5521
H 3.9693 1.1592 3.2469
H 3.5942 -0.3107 1.4628
H 2.7464 -2.3177 0.3564
H 3.3837 -1.3521 -0.9863
H 1.5134 -3.2149 -1.5112
H 1.4044 -1.6272 -2.2837
H -0.7849 -3.6350 -0.9365
H -2.9656 -4.1176 0.0124
H -4.5486 -3.9049 1.9027
H -4.1865 -2.1063 3.5797
H -2.2976 -0.5378 3.3509
N -2.7825 0.5527 -3.7469
C -1.7746 1.4572 -3.0696
C -1.7212 2.8232 -3.7259
P -2.2409 1.6054 -1.2757
O -3.8485 1.3765 -1.4828
O -1.9505 2.9502 -0.7744
O -1.7392 0.3169 -0.6429
P -0.2108 0.4380 -3.1448
O 0.5837 1.0256 -4.4153
O -0.7165 -0.9225 -3.4988
O 0.6678 0.6801 -1.9423
H -3.6846 0.6030 -3.2671
H -2.3353 -0.4007 -3.6693
H -2.8870 0.7888 -4.7314
H -2.6865 3.3282 -3.6588
H -1.4125 2.7521 -4.7715
H -1.0042 3.4367 -3.1837
H -4.3355 1.6976 -0.7155
H 1.2640 1.6545 -4.1475
*
```

Calculated values
* F_max: 1.33 eV Å⁻¹
* HOMO: -7.42 eV
* gap between HOMO and LUMO: 7.65 eV
* LUMO level: 0.233 eV


# 4
ORCA calculation (ωB97M-V/def2-TZVPD) on a molecular structure, C18H22F3N3O2 at a distorted geometry.

```
! RIJCOSX wB97M-V def2-TZVPD def2/J DEFGRID3
* xyz 0 1
C -6.6911 0.1387 -0.9927
H -6.6117 -0.9024 -1.4483
O -5.8980 0.3271 0.1197
C -4.6855 -0.1413 0.1609
C -3.9781 -0.7532 -1.0474
C -2.7234 -0.9872 -0.6838
C -2.1275 -0.8964 0.6640
C -2.8076 -0.2759 1.4567
C -4.1666 0.0516 1.3336
H -4.6584 0.3456 2.2495
H -2.3609 0.0062 2.5560
C -0.7365 -0.9958 0.5720
N 0.0155 -1.0416 1.7153
N 1.2771 -1.1577 1.6800
C 1.4841 -1.7015 0.2619
C 0.2094 -1.6594 -0.1358
H 0.1064 -2.0807 -1.2166
C 2.8190 -2.1277 -0.0113
C 3.1430 -1.5522 -1.6220
C 3.0712 -0.0734 -1.5420
N 2.7310 0.4533 -0.4650
C 2.2064 1.9243 -0.2108
H 3.0229 2.6054 0.2084
H 2.1300 2.2469 -1.2132
C 0.9601 2.0864 0.1158
O 1.1933 1.7690 1.7286
H 0.4946 0.8872 2.0555
C 0.3603 3.4477 0.0580
F -0.9049 3.4082 0.8687
F 1.1484 4.2723 0.4952
F 0.0414 3.5542 -1.2661
H 0.2517 1.1454 -0.2016
C 3.8104 0.1882 0.6444
C 3.9373 -1.5067 0.6925
H 4.8876 -1.7363 0.2916
H 4.0001 -1.5090 1.7909
H 3.4578 0.5675 1.4002
H 4.7453 0.6463 0.6508
H 2.3538 0.2785 -2.3725
H 3.9870 0.3227 -1.9060
H 4.0428 -2.1747 -1.7774
H 2.0795 -1.9772 -1.9186
H 2.8754 -3.2045 0.0185
H 1.8689 -1.2685 2.4180
H -2.2200 -1.1952 -1.6626
H -4.2991 -0.7543 -1.8802
H -6.2151 0.6772 -1.7975
H -7.6272 0.3228 -0.8354
*
```

Calculated values
* F_max: 15.53 eV Å⁻¹
* HOMO: -7.40 eV
* gap between HOMO and LUMO: 8.17 eV
* energy above the lowest of the compared OMol25 structures with the same formula, charge and spin: 394.83 kcal per mole
* LUMO level: 0.771 eV


# 5
ORCA calculation (ωB97M-V/def2-TZVPD) on a molecular structure, C18H22F6IrN3O10S2.

```
! RIJCOSX wB97M-V def2-TZVPD def2/J DEFGRID3
* xyz 0 1
Ir 0.3391 0.4788 -0.9009
C -1.9746 1.1484 6.5050
O -2.2331 1.1092 5.1101
C -1.1843 1.1190 4.2617
C 0.1582 1.2011 4.6944
C 1.1407 1.2144 3.7469
C 0.8844 1.1363 2.3574
C 1.9940 1.2445 1.4557
C 3.3907 1.4744 1.9715
O 1.9190 1.1965 0.2047
C -0.4833 1.0063 1.9347
O -0.8816 0.8756 0.7096
C -1.4852 1.0358 2.9228
H -2.9469 1.1169 6.9875
H -1.4606 2.0696 6.7874
H -1.3853 0.2857 6.8222
H 0.4144 1.2557 5.7406
H 2.1648 1.2855 4.0841
H 3.4515 2.3853 2.5667
H 4.0581 1.5466 1.1179
H 3.7038 0.6394 2.5991
H -2.5154 0.9399 2.6088
C -1.5685 -1.2250 -4.3067
C -0.6514 -0.6240 -3.3000
N -1.0403 -0.3110 -2.1032
O -2.3821 -0.4274 -1.7954
C 0.7332 -0.3720 -3.5824
C 1.4128 -0.7104 -4.8626
N 1.4186 0.0901 -2.5468
O 2.6457 0.3058 -2.5892
H -2.4184 -1.6895 -3.8154
H -1.0274 -1.9644 -4.8935
H -1.9394 -0.4544 -4.9862
H -2.3740 -0.8856 -0.9356
H 0.7531 -0.5572 -5.7164
H 1.7469 -1.7516 -4.8641
H 2.2941 -0.0813 -4.9732
F -0.3118 -3.9646 2.4269
C 0.2829 -2.8356 2.0655
F 1.5855 -2.9244 2.3031
F -0.2227 -1.8352 2.7825
S -0.0318 -2.5034 0.2800
O -1.4417 -2.2735 0.1334
O 0.8073 -1.2982 0.0522
N 0.5363 -3.8062 -0.2946
S 0.7686 -4.1935 -1.8239
O 1.7096 -5.2577 -1.9020
O 0.8786 -3.0506 -2.6792
C -0.8553 -4.9458 -2.2695
F -1.1610 -5.9495 -1.4542
F -1.8229 -4.0271 -2.2040
F -0.7937 -5.4058 -3.5183
C -0.7485 4.3775 -2.4648
C -0.3128 3.3665 -1.4562
C -0.2013 3.7666 -0.0266
O -0.1012 2.2239 -1.8670
H -0.2501 5.3318 -2.3040
H -1.8214 4.5414 -2.3270
H -0.5741 4.0094 -3.4718
H -0.0732 4.8422 0.0681
H 0.6103 3.2344 0.4604
H -1.1269 3.4703 0.4741
*
```

Calculated values
* F_max: 0.30 eV Å⁻¹
* HOMO: -7.77 eV
* gap between HOMO and LUMO: 7.51 eV
* energy above the lowest of the compared OMol25 structures with the same formula, charge and spin: 7.89 kcal per mole
* LUMO level: -0.261 eV